No. 1
This record from the Open Molecules 2025 dataset describes C30H34FeIN5O6 as an isolated structure. The level of theory is ωB97M-V/def2-TZVPD.

Geometry as XYZ:
```
77
Properties=species:S:1:pos:R:3
Fe -0.617 0.086 -0.590
C -3.219 -1.160 3.169
C -4.005 -0.802 1.960
N -5.293 -0.681 2.053
C -6.037 -0.399 0.989
C -5.521 -0.302 -0.285
C -6.446 0.079 -1.421
O -6.384 -0.760 -2.552
C -4.124 -0.457 -0.461
C -3.564 -0.532 -1.781
N -2.304 -0.558 -2.040
C -1.770 -0.678 -3.313
C -2.346 -0.111 -4.453
C -1.710 -0.192 -5.678
C -0.494 -0.847 -5.795
C 0.084 -1.447 -4.686
C -0.549 -1.350 -3.465
I 0.297 -2.278 -1.735
C -3.302 -0.602 0.709
O -2.034 -0.557 0.704
H -3.764 -0.852 4.055
H -2.234 -0.701 3.139
H -3.076 -2.241 3.203
H -7.089 -0.255 1.184
H -6.164 1.080 -1.772
H -7.468 0.142 -1.034
H -6.888 -1.566 -2.395
H -4.291 -0.645 -2.585
H -3.291 0.402 -4.360
H -2.165 0.253 -6.550
H 0.003 -0.905 -6.749
H 1.017 -1.980 -4.776
O -2.232 1.958 -0.911
C -1.978 3.347 -0.717
C -0.523 3.473 -0.289
C 0.440 3.051 -1.415
C 1.670 2.458 -0.792
C 2.841 3.214 -0.675
C 3.883 2.721 0.120
C 3.754 1.519 0.740
C 2.578 0.643 0.458
N 1.515 1.265 -0.272
H -3.181 1.806 -0.864
H -2.635 3.745 0.063
H -2.168 3.885 -1.653
H -0.393 2.788 0.557
H -0.314 4.485 0.051
H 0.692 3.896 -2.054
H -0.047 2.274 -2.019
H 2.915 4.181 -1.140
H 4.773 3.313 0.265
H 4.542 1.130 1.361
H 0.948 0.304 1.688
C 4.259 0.664 4.071
C 4.270 -0.856 3.942
C 3.695 -1.423 2.618
C 3.605 -2.975 2.768
C 2.948 -3.691 1.596
C 4.671 -1.255 1.482
O 5.859 -1.347 1.622
N 4.169 -1.230 0.152
C 3.214 -0.485 -0.446
O 2.908 -0.581 -1.605
N 1.920 0.015 1.589
C 2.268 -0.917 2.511
O 1.426 -1.282 3.300
H 4.540 0.926 5.088
H 3.270 1.074 3.878
H 4.978 1.140 3.408
H 3.668 -1.265 4.753
H 5.293 -1.216 4.055
H 3.009 -3.167 3.660
H 4.605 -3.372 2.936
H 1.956 -3.290 1.397
H 2.832 -4.741 1.849
H 3.533 -3.636 0.682
H 4.774 -1.730 -0.500
```

Multiplicity: 6
Total charge: +1
Largest force on an atom in eV/Å: 2.6
Orbital gap (alpha / beta) in eV: 7.4 / 5.3
HOMO (alpha / beta) in Eh: -0.3787 / -0.3790
⟨S²⟩: 8.7898
DFT total energy in eV: -93879.3346

=====

No. 2
This record from the Open Molecules 2025 dataset describes C30H34IN2NdOS2 as an isolated structure. The level of theory is ωB97M-V/def2-TZVPD.

Geometry as XYZ:
```
71
Properties=species:S:1:pos:R:3
Nd 0.031 0.340 -0.418
C -0.526 1.040 2.977
N 0.562 0.244 2.390
C 1.858 0.941 2.511
C 2.869 0.320 1.564
N 2.597 0.681 0.150
C 3.183 -0.334 -0.748
C 3.095 2.025 -0.132
C 4.457 2.218 -0.349
C 4.970 3.475 -0.609
C 4.109 4.564 -0.646
C 2.761 4.383 -0.419
C 2.221 3.119 -0.153
S 0.488 3.007 0.124
C 0.638 -1.064 3.029
C 0.840 -1.150 4.405
C 0.928 -2.373 5.043
C 0.818 -3.537 4.292
C 0.621 -3.462 2.929
C 0.525 -2.231 2.271
S 0.253 -2.234 0.534
H -0.369 1.246 4.042
H -1.466 0.496 2.866
H -0.591 1.990 2.447
H 2.237 0.886 3.539
H 1.706 1.992 2.264
H 2.826 -0.769 1.646
H 3.884 0.637 1.830
H 4.254 -0.481 -0.580
H 3.028 -0.030 -1.786
H 2.681 -1.288 -0.569
H 5.131 1.372 -0.315
H 6.030 3.602 -0.783
H 4.489 5.555 -0.852
H 2.085 5.228 -0.449
H 0.930 -0.242 4.989
H 1.081 -2.419 6.112
H 0.887 -4.505 4.771
H 0.535 -4.366 2.341
I -1.336 -2.124 -2.475
C -1.615 -0.711 -3.996
C -2.532 -0.987 -4.975
C -2.683 -0.098 -6.051
C -1.882 1.005 -6.135
C -0.919 1.284 -5.141
C -0.048 2.389 -5.281
C 0.901 2.636 -4.332
C 0.967 1.832 -3.178
C 0.121 0.756 -2.931
C -0.792 0.444 -3.995
H -3.127 -1.888 -4.931
H -3.416 -0.307 -6.818
H -1.967 1.683 -6.976
H -0.135 3.012 -6.163
H 1.589 3.465 -4.448
H 1.717 2.116 -2.444
C -2.788 3.516 0.931
C -2.757 2.704 -0.345
O -2.434 1.324 -0.054
C -3.404 0.378 -0.539
C -3.439 -0.817 0.386
H -3.158 4.517 0.711
H -1.797 3.618 1.369
H -3.458 3.055 1.657
H -2.023 3.088 -1.057
H -3.738 2.726 -0.824
H -3.161 0.100 -1.572
H -4.381 0.868 -0.553
H -2.454 -1.275 0.519
H -4.084 -1.589 -0.033
H -3.820 -0.532 1.367
```

Multiplicity: 4
Total charge: 0
Largest force on an atom in eV/Å: 0.5
Orbital gap (alpha / beta) in eV: 8.0 / 8.0
HOMO (alpha / beta) in Eh: -0.2747 / -0.2754
⟨S²⟩: 3.7539
DFT total energy in eV: -81739.3110
Energy above the lowest of the compared OMol25 structures with the same formula, charge and spin in kJ/mol: 4.57

=====

No. 3
This record from the Open Molecules 2025 dataset describes C30H34MnNOP as an isolated structure. The level of theory is ωB97M-V/def2-TZVPD.

Geometry as XYZ:
```
68
Properties=species:S:1:pos:R:3
Mn 0.384 -0.069 -1.714
C -1.670 -0.442 3.468
C -0.274 -0.941 3.210
C 0.394 -1.588 4.248
C 1.688 -2.063 4.107
C 2.355 -1.886 2.906
C 1.700 -1.258 1.861
C 0.393 -0.788 1.981
P -0.282 0.013 0.472
C -2.081 -0.302 0.487
C -2.983 0.757 0.535
C -4.346 0.533 0.430
C -4.818 -0.761 0.275
C -3.924 -1.820 0.223
C -2.552 -1.615 0.321
C -1.610 -2.784 0.231
C -0.025 1.784 0.783
C 0.347 2.358 1.995
C 0.726 3.691 2.042
C 0.738 4.439 0.870
C 0.367 3.871 -0.338
C -0.028 2.533 -0.413
C -0.394 1.825 -1.662
H -1.846 -0.370 4.541
H -2.420 -1.114 3.046
H -1.842 0.539 3.029
H -0.117 -1.712 5.195
H 2.175 -2.559 4.936
H 3.373 -2.232 2.782
H 2.224 -1.105 0.925
H -2.612 1.769 0.655
H -5.034 1.368 0.466
H -5.881 -0.948 0.189
H -4.295 -2.830 0.092
H -2.158 -3.709 0.051
H -1.031 -2.908 1.148
H -0.905 -2.638 -0.593
H 0.377 1.756 2.895
H 1.027 4.140 2.980
H 1.044 5.478 0.901
H 0.386 4.464 -1.246
H -0.205 2.444 -2.544
H -1.472 1.615 -1.648
N 2.486 -0.864 -1.791
C 3.546 0.020 -1.359
C 3.271 0.951 -0.369
C 4.266 1.817 0.064
C 5.529 1.766 -0.504
C 5.798 0.844 -1.507
C 4.810 -0.031 -1.933
H 2.658 -1.172 -2.743
H 2.464 -1.698 -1.209
H 2.276 1.017 0.061
H 4.036 2.542 0.834
H 6.302 2.448 -0.174
H 6.780 0.804 -1.959
H 5.019 -0.755 -2.712
C -2.153 -2.606 -3.544
C -1.636 -1.183 -3.733
C -2.712 -0.164 -3.389
O -0.468 -1.004 -2.976
H -3.003 -2.809 -4.198
H -2.475 -2.748 -2.511
H -1.364 -3.326 -3.763
H -1.363 -1.052 -4.789
H -2.987 -0.241 -2.335
H -3.607 -0.341 -3.990
H -2.364 0.850 -3.585
```

Multiplicity: 2
Total charge: 0
Largest force on an atom in eV/Å: 0.4
Orbital gap (alpha / beta) in eV: 8.0 / 7.5
HOMO (alpha / beta) in Eh: -0.2769 / -0.2579
⟨S²⟩: 0.7736
DFT total energy in eV: -75807.2365
Energy above the lowest of the compared OMol25 structures with the same formula, charge and spin in kJ/mol: 3.05

=====

No. 4
This record from the Open Molecules 2025 dataset describes C30H34N3O7PSe4Zr as an isolated structure. The level of theory is ωB97M-V/def2-TZVPD.

Geometry as XYZ:
```
80
Properties=species:S:1:pos:R:3
Zr 0.160 2.005 -0.570
O -3.649 4.505 -0.007
C -4.566 3.539 -0.182
C -5.899 3.873 0.071
C -6.898 2.937 -0.091
C -6.593 1.643 -0.510
C -5.278 1.310 -0.762
C -4.248 2.238 -0.608
C -2.849 1.840 -0.891
O -1.898 2.685 -0.587
N -2.624 0.682 -1.425
N -1.257 0.537 -1.680
C -0.997 -0.362 -2.553
C 0.293 -0.599 -3.161
C 0.373 -1.513 -4.215
C 1.550 -1.717 -4.905
C 2.678 -0.978 -4.539
C 2.628 -0.081 -3.494
C 1.441 0.114 -2.767
O 1.436 0.936 -1.753
H -2.769 4.094 -0.158
H -6.112 4.879 0.409
H -7.925 3.211 0.120
H -7.376 0.905 -0.628
H -5.007 0.314 -1.086
H -1.844 -0.934 -2.933
H -0.524 -2.058 -4.490
H 1.596 -2.427 -5.720
H 3.608 -1.112 -5.081
H 3.491 0.505 -3.204
Se 2.635 2.801 0.600
Se 2.926 4.058 -1.341
Se 0.649 4.634 -1.622
Se -0.170 3.306 -3.310
O -2.735 3.241 6.022
C -2.319 4.175 5.312
O -2.359 5.408 5.491
C -1.652 3.737 3.981
C -1.222 4.677 3.054
C -0.629 4.263 1.875
N -0.441 2.975 1.581
C -0.831 2.067 2.482
C -1.446 2.396 3.675
C -0.550 0.643 2.084
O -0.734 -0.284 2.842
O -0.078 0.526 0.863
H -1.360 5.725 3.281
H -0.284 4.976 1.136
H -1.756 1.627 4.367
C 3.675 -4.573 0.319
C 2.623 -3.970 -0.614
C 3.206 -3.831 -2.024
P 1.762 -2.367 -0.156
C 2.947 -1.312 0.810
C 3.326 -1.714 2.234
C 4.177 -0.973 -0.031
C 0.504 -2.880 1.119
C -0.841 -3.057 0.410
C 0.791 -4.087 2.009
H 4.016 -5.538 -0.073
H 3.302 -4.732 1.327
H 4.550 -3.924 0.382
H 1.778 -4.669 -0.682
H 4.034 -3.119 -2.035
H 2.458 -3.466 -2.728
H 3.589 -4.794 -2.382
H 2.362 -0.388 0.880
H 3.903 -2.640 2.264
H 2.444 -1.834 2.863
H 3.940 -0.925 2.681
H 4.851 -1.828 -0.129
H 4.730 -0.154 0.434
H 3.885 -0.646 -1.030
H 0.404 -1.998 1.754
H -0.799 -3.869 -0.326
H -1.125 -2.141 -0.108
H -1.625 -3.295 1.134
H 0.892 -5.005 1.423
H -0.042 -4.231 2.703
H 1.696 -3.961 2.602
```

Total charge: -2
Largest force on an atom in eV/Å: 0.8
Orbital gap in eV: 6.6
HOMO in Eh: -0.0945
DFT total energy in eV: -322430.0810
Energy above the lowest of the compared OMol25 structures with the same formula, charge and spin in kJ/mol: 24.98

=====

No. 5
This record from the Open Molecules 2025 dataset describes C30H34N7O3PS2Ta as an isolated structure. The level of theory is ωB97M-V/def2-TZVPD.

Geometry as XYZ:
```
78
Properties=species:S:1:pos:R:3
Ta -0.582 0.085 0.370
O -4.302 -1.319 1.548
C -3.121 -1.197 1.401
N -2.478 0.002 1.043
C -3.250 1.209 1.312
C -2.269 2.201 1.847
C -2.622 3.325 2.562
C -1.625 4.171 3.020
C -0.294 3.872 2.749
C 0.001 2.737 2.034
N -0.972 1.908 1.584
C -2.113 -2.256 1.694
C -2.456 -3.496 2.161
C -1.430 -4.355 2.558
C -0.118 -3.917 2.488
C 0.147 -2.656 1.981
N -0.832 -1.842 1.570
H -4.048 0.986 2.021
H -3.751 1.581 0.413
H -3.665 3.526 2.769
H -1.880 5.052 3.595
H 0.509 4.503 3.105
H 1.022 2.453 1.822
H -3.502 -3.759 2.239
H -1.659 -5.339 2.944
H 0.700 -4.535 2.833
H 1.160 -2.273 1.933
O 5.150 0.249 0.237
C 4.722 0.225 1.511
C 5.697 0.236 2.507
C 5.330 0.212 3.832
C 3.979 0.179 4.218
C 3.014 0.174 3.250
C 3.366 0.194 1.878
C 2.339 0.167 0.879
O 1.029 0.168 1.322
N 2.482 0.100 -0.388
N 1.252 -0.026 -1.072
C 1.523 -0.199 -2.364
S 0.340 -0.613 -3.544
C 1.526 -1.095 -4.831
C 2.737 -0.206 -4.680
S 3.143 -0.105 -2.920
H 4.394 0.224 -0.370
H 6.735 0.261 2.205
H 6.101 0.220 4.591
H 3.711 0.157 5.265
H 1.969 0.156 3.529
H 1.037 -0.964 -5.795
H 1.763 -2.148 -4.684
H 2.553 0.804 -5.047
H 3.604 -0.616 -5.197
C -2.361 1.670 -2.803
P -1.251 2.101 -1.439
C -2.064 3.578 -0.780
C 0.221 2.878 -2.149
H -2.307 2.466 -3.548
H -3.386 1.619 -2.429
H -2.112 0.727 -3.272
H -2.158 4.268 -1.621
H -1.452 4.050 -0.012
H -3.057 3.381 -0.393
H -0.116 3.651 -2.843
H 0.859 2.183 -2.677
H 0.797 3.354 -1.354
N 0.783 -2.813 -1.083
C -0.488 -2.603 -1.477
C -1.079 -3.552 -2.339
C -2.342 -3.365 -2.806
C -3.065 -2.222 -2.413
C -2.465 -1.355 -1.564
N -1.184 -1.509 -1.076
H 1.246 -3.666 -1.351
H 1.286 -2.203 -0.464
H -0.502 -4.424 -2.621
H -2.788 -4.093 -3.471
H -4.078 -2.045 -2.744
H -3.001 -0.494 -1.199
```

Total charge: +3
Largest force on an atom in eV/Å: 1.1
Orbital gap in eV: 5.6
HOMO in Eh: -0.5739
DFT total energy in eV: -80726.3656
Energy above the lowest of the compared OMol25 structures with the same formula, charge and spin in kJ/mol: 108.46

=====

No. 6
This record from the Open Molecules 2025 dataset describes C30H35ClNPSSiTi as an isolated structure. The level of theory is ωB97M-V/def2-TZVPD.

Geometry as XYZ:
```
71
Properties=species:S:1:pos:R:3
Ti -0.350 -0.060 -0.068
Cl 2.155 0.349 -0.915
C 3.074 -1.091 -0.449
C 4.413 -0.946 -0.165
C 5.126 -2.087 0.186
C 4.495 -3.321 0.244
C 3.143 -3.434 -0.052
C 2.406 -2.308 -0.409
P 0.667 -2.355 -0.917
C 0.690 -2.359 -2.718
C -0.298 -1.667 -3.418
C -0.299 -1.672 -4.804
C 0.684 -2.368 -5.492
C 1.672 -3.058 -4.798
C 1.680 -3.054 -3.412
C 0.011 -3.929 -0.338
C 0.146 -4.289 1.004
C -0.412 -5.471 1.460
C -1.110 -6.294 0.584
C -1.241 -5.940 -0.752
C -0.681 -4.759 -1.218
H 4.893 0.022 -0.218
H 6.179 -2.003 0.416
H 5.058 -4.202 0.519
H 2.657 -4.401 -0.011
H -1.079 -1.129 -2.891
H -1.067 -1.135 -5.345
H 0.684 -2.372 -6.573
H 2.437 -3.598 -5.338
H 2.454 -3.589 -2.876
H 0.708 -3.664 1.692
H -0.298 -5.755 2.498
H -1.546 -7.216 0.944
H -1.775 -6.586 -1.436
H -0.784 -4.488 -2.261
C -1.882 4.902 -2.066
Si -2.442 4.818 -0.287
C -2.412 6.483 0.542
C -4.111 4.003 -0.101
C -1.126 3.742 0.623
C -0.338 4.256 1.653
C 0.646 3.501 2.296
C 0.845 2.204 1.900
N 0.097 1.682 0.913
C -0.852 2.416 0.301
S -1.732 1.487 -0.958
H -2.561 5.530 -2.647
H -1.867 3.918 -2.536
H -0.883 5.335 -2.148
H -3.165 7.119 0.071
H -1.451 6.991 0.436
H -2.663 6.427 1.603
H -4.886 4.725 -0.372
H -4.305 3.692 0.928
H -4.235 3.138 -0.753
H -0.489 5.282 1.969
H 1.247 3.925 3.088
H 1.592 1.561 2.345
C -3.409 -2.153 2.120
C -2.773 -1.220 1.089
C -2.822 -1.863 -0.300
C -1.337 -0.868 1.495
H -4.443 -2.368 1.849
H -3.404 -1.705 3.113
H -2.863 -3.098 2.164
H -3.339 -0.287 1.058
H -2.384 -2.860 -0.292
H -2.304 -1.264 -1.072
H -3.852 -1.943 -0.649
H -0.752 -1.761 1.758
H -1.301 -0.166 2.331
```

Total charge: +2
Largest force on an atom in eV/Å: 0.2
Orbital gap in eV: 7.5
HOMO in Eh: -0.5371
DFT total energy in eV: -96795.3149
Energy above the lowest of the compared OMol25 structures with the same formula, charge and spin in kJ/mol: 20.55